No. 1
DFT (wB97M-V/def2-TZVPD) results for 13 unconnected molecules or ions with the total composition C41H79F30N10O34S10 at a distorted geometry.

Structure (XYZ):
```
204
Properties=species:S:1:pos:R:3
C -8.147 2.526 26.868
C -7.905 4.025 26.773
N -7.954 4.830 28.124
C -7.402 3.995 29.281
C -7.058 6.147 28.027
C -5.529 5.996 28.145
C -9.454 5.153 28.480
C -10.300 5.949 27.433
O -9.693 7.143 27.096
C -10.083 7.734 25.866
H -7.255 1.988 27.190
H -8.519 2.096 25.939
H -8.901 2.217 27.593
H -8.597 4.539 26.106
H -6.918 4.187 26.341
H -6.387 3.659 29.071
H -7.965 3.070 29.411
H -7.472 4.604 30.182
H -7.289 6.811 28.859
H -7.405 6.529 27.066
H -5.219 5.564 29.097
H -5.081 6.983 28.025
H -5.221 5.305 27.360
H -9.624 5.862 29.290
H -9.909 4.169 28.593
H -11.325 6.190 27.717
H -10.422 5.403 26.497
H -9.489 8.612 25.616
H -11.106 8.087 25.999
H -10.078 6.972 25.086
C -11.938 2.658 27.022
N -12.309 1.188 27.157
C -10.960 0.356 27.142
C -13.092 1.062 28.461
C -13.110 0.885 25.862
C -14.433 1.625 25.635
O -15.374 1.113 26.510
H -11.640 2.835 25.988
H -11.164 2.868 27.759
H -12.758 3.370 27.108
H -10.399 0.570 26.233
H -11.051 -0.699 27.401
H -10.333 0.853 27.882
H -13.920 1.770 28.467
H -12.429 1.371 29.270
H -13.466 0.042 28.546
H -13.299 -0.187 25.922
H -12.375 1.068 25.079
H -14.756 1.371 24.625
H -14.308 2.708 25.617
H -16.267 1.437 26.375
C -12.105 11.496 29.051
N -12.487 10.070 29.424
C -13.999 9.873 29.373
C -11.939 9.103 28.396
C -12.046 9.772 30.900
C -10.564 9.325 30.963
O -9.812 10.560 30.961
H -12.539 11.611 28.058
H -11.020 11.591 29.100
H -12.674 12.145 29.718
H -14.559 10.485 30.080
H -14.260 8.853 29.657
H -14.309 10.088 28.350
H -11.884 8.144 28.912
H -10.888 9.342 28.234
H -12.528 9.074 27.479
H -12.659 8.950 31.269
H -12.320 10.624 31.521
H -10.159 8.726 30.148
H -10.260 8.774 31.853
H -8.872 10.407 30.838
C -2.343 3.729 23.514
N -3.734 2.912 23.451
C -4.890 3.754 24.055
C -4.062 2.882 21.967
C -3.510 1.581 24.262
C -2.575 0.597 23.587
O -1.178 0.822 23.563
H -2.364 4.684 22.989
H -1.567 3.079 23.111
H -2.141 4.028 24.543
H -4.859 3.802 25.143
H -5.804 3.221 23.794
H -4.903 4.747 23.606
H -4.083 3.919 21.630
H -5.014 2.395 21.753
H -3.395 2.295 21.335
H -4.438 1.036 24.436
H -3.138 1.919 25.229
H -2.900 0.308 22.588
H -2.578 -0.274 24.242
H -0.783 -0.038 23.723
C -15.626 6.292 21.214
N -15.415 5.755 22.648
C -16.820 5.725 23.294
C -14.911 4.228 22.410
C -14.472 6.646 23.534
C -14.151 6.148 24.956
O -15.282 6.297 25.809
H -15.961 7.308 21.421
H -16.292 5.602 20.695
H -14.686 6.206 20.669
H -17.559 5.345 22.588
H -16.979 6.760 23.598
H -16.843 5.027 24.131
H -13.945 4.244 21.905
H -15.723 3.778 21.838
H -14.741 3.677 23.335
H -14.785 7.689 23.504
H -13.544 6.740 22.969
H -13.279 6.715 25.282
H -13.741 5.142 24.865
H -15.036 6.081 26.712
O -13.640 6.094 30.499
C -13.647 5.439 29.350
O -14.148 5.849 28.249
O -13.222 4.292 29.557
H -13.233 5.286 30.820
O -4.650 2.667 27.274
C -3.506 2.832 27.903
O -3.493 2.241 28.926
O -2.621 3.545 27.457
H -4.817 2.080 28.015
O -9.866 3.591 23.798
C -11.026 4.073 23.398
O -12.059 3.433 23.630
O -11.007 5.214 22.994
H -9.380 4.402 23.633
C -10.321 4.312 32.565
F -11.632 4.095 32.174
F -9.526 3.283 32.243
F -9.901 5.399 31.868
S -10.192 4.671 34.439
O -8.915 5.258 34.739
O -11.366 5.525 34.643
N -10.481 3.091 35.016
S -9.113 2.614 35.476
O -8.045 2.726 34.474
O -8.776 3.007 36.866
C -9.477 0.755 35.350
F -9.707 0.485 34.039
F -8.486 -0.061 35.763
F -10.585 0.482 36.091
C -6.257 7.733 24.649
F -5.359 8.542 24.058
F -5.641 6.734 25.156
F -6.894 8.408 25.593
S -7.442 7.017 23.264
O -7.926 5.833 23.972
O -8.315 8.166 23.014
N -6.427 6.662 21.950
S -7.294 5.709 21.113
O -7.052 4.321 21.507
O -8.696 6.057 20.725
C -6.393 5.763 19.416
F -7.151 5.248 18.446
F -6.091 7.075 19.153
F -5.300 5.008 19.454
C -1.918 8.152 35.172
F -2.862 8.298 34.262
F -0.924 8.867 34.810
F -2.373 8.574 36.335
S -1.474 6.218 35.377
O -0.027 6.137 35.706
O -2.348 5.500 36.327
N -1.559 5.727 33.697
S -2.895 5.090 33.679
O -2.769 3.680 33.980
O -4.058 5.745 34.317
C -3.246 5.188 31.788
F -2.142 4.763 31.159
F -4.217 4.348 31.458
F -3.516 6.424 31.359
C -6.623 -0.426 28.465
F -6.150 0.773 28.810
F -6.865 -1.204 29.543
F -7.633 -0.300 27.621
S -5.170 -1.265 27.479
O -4.439 -0.163 26.844
O -4.461 -1.991 28.506
N -6.117 -2.370 26.447
S -6.029 -1.732 25.045
O -6.691 -0.391 24.942
O -4.684 -1.747 24.602
C -6.935 -3.049 23.978
F -8.256 -3.209 24.348
F -7.009 -2.691 22.681
F -6.222 -4.142 24.127
C -7.341 8.086 32.726
F -6.670 7.288 33.567
F -7.832 7.328 31.706
F -8.364 8.726 33.379
S -6.208 9.441 31.924
O -5.928 10.384 33.031
O -4.968 8.749 31.528
N -7.313 9.989 30.698
S -6.317 10.270 29.534
O -5.495 11.466 29.736
O -5.735 9.095 28.937
C -7.578 10.771 28.145
F -8.111 11.896 28.471
F -6.921 10.970 26.955
F -8.495 9.796 28.022
```

Values from the calculation:
total energy	-11692.72762	hartree
total charge	-3
max |F|	0.157	hartree/bohr
HOMO	-1.76	eV
E_LUMO	2.582	eV

=====

No. 2
DFT (wB97M-V/def2-TZVPD) results for a single CH3NO2 molecule at a distorted geometry.

Structure (XYZ):
```
7
Properties=species:S:1:pos:R:3
C 0.218 -0.035 -0.006
N 1.689 -0.144 0.021
O 2.222 -1.123 -0.392
O 2.331 0.964 0.383
H -0.210 -0.964 -0.001
H -0.153 0.584 -0.833
H 0.074 0.588 0.761
```

Values from the calculation:
total energy	-245.01101	hartree
relative energy (zero: lowest compared OMol25 entry of this formula, charge and spin)	105.5	kcal per mole
max |F|	0.103	hartree/bohr
HOMO	-11.05	eV
E_LUMO	-0.197	eV

=====

No. 3
DFT (wB97M-V/def2-TZVPD) results for a molecular structure, C4H4MgO at a distorted geometry.

Structure (XYZ):
```
10
Properties=species:S:1:pos:R:3
H 0.308 1.244 0.749
C 2.684 -0.512 2.131
C 1.801 -0.241 1.299
C 0.799 0.113 0.384
C -0.629 -0.120 0.770
O -1.525 -0.173 -0.090
H 3.471 -0.668 2.861
H 1.057 -0.052 -0.676
H -0.843 -0.571 1.760
Mg -2.286 -0.478 -1.871
```

Values from the calculation:
<S²>	0.75
total energy	-428.69552	hartree
total charge	+3
multiplicity	2
relative energy (zero: lowest compared OMol25 entry of this formula, charge and spin)	19.5	kcal per mole
max |F|	0.068	hartree/bohr
HOMO (spin up / spin down)	-24.72 / -24.72	eV
E_LUMO (spin up / spin down)	-15.905 / -17.028	eV

=====

No. 4
DFT (wB97M-V/def2-TZVPD) results for a molecular structure, C16H48CrO8S8 at a distorted geometry.

Structure (XYZ):
```
81
Properties=species:S:1:pos:R:3
Cr 0.369 -0.001 0.274
C 0.439 4.284 2.342
S 1.127 3.899 0.647
O 0.825 2.392 0.525
C -0.228 4.830 -0.185
H -0.635 4.110 2.412
H 0.729 5.303 2.600
H 0.945 3.543 2.960
H -0.116 5.904 -0.031
H -1.213 4.599 0.220
H -0.206 4.820 -1.275
C 2.357 2.281 -2.660
S 1.077 1.014 -3.038
O 0.512 0.773 -1.626
C -0.048 2.140 -3.948
H 2.746 2.650 -3.609
H 3.116 1.729 -2.106
H 2.042 3.221 -2.209
H 0.353 2.434 -4.918
H -0.404 3.024 -3.420
H -0.980 1.638 -4.205
C 2.639 -2.999 -2.854
S 1.889 -2.901 -1.147
O 0.832 -1.759 -1.109
C 0.887 -4.471 -1.058
H 3.389 -2.241 -3.081
H 1.918 -2.886 -3.664
H 3.222 -3.918 -2.916
H 0.237 -4.496 -0.184
H 1.598 -5.286 -0.922
H 0.326 -4.681 -1.969
C 1.002 -0.873 4.496
S 0.630 0.753 3.727
O 0.640 0.378 2.228
C -1.087 0.887 4.343
H 0.092 -1.444 4.678
H 1.469 -0.766 5.476
H 1.612 -1.437 3.790
H -1.522 1.792 3.918
H -1.047 0.918 5.431
H -1.707 0.095 3.922
C -3.969 1.316 1.670
S -2.483 2.066 0.858
O -1.472 0.904 0.817
C -3.099 2.329 -0.927
H -4.397 0.556 1.016
H -4.735 2.042 1.940
H -3.736 0.849 2.627
H -2.186 2.451 -1.510
H -3.557 3.314 -1.017
H -3.622 1.427 -1.245
C -3.713 -1.465 -2.361
S -2.050 -0.761 -2.313
O -1.649 -0.995 -0.856
C -1.214 -2.132 -3.361
H -4.413 -0.706 -2.013
H -3.743 -2.466 -1.931
H -4.056 -1.518 -3.394
H -1.782 -2.155 -4.291
H -1.220 -3.096 -2.851
H -0.198 -1.810 -3.589
C 4.532 1.452 0.758
S 3.910 -0.292 1.116
O 2.460 -0.119 0.513
C 5.049 -1.051 -0.156
H 5.613 1.329 0.835
H 4.116 2.098 1.531
H 4.173 1.695 -0.242
H 4.760 -2.054 -0.470
H 6.077 -1.087 0.206
H 5.119 -0.411 -1.036
C -1.132 -3.873 2.731
S -1.589 -2.166 2.121
O -0.404 -1.708 1.246
C -2.921 -2.560 0.989
H -1.766 -4.342 3.484
H -0.134 -3.766 3.155
H -0.959 -4.554 1.898
H -3.657 -3.227 1.437
H -2.404 -3.097 0.194
H -3.379 -1.666 0.566
```

Values from the calculation:
<S²>	6.00
total energy	-5469.57213	hartree
total charge	+2
multiplicity	5
max |F|	0.087	hartree/bohr
HOMO (spin up / spin down)	-11.34 / -13.29	eV
E_LUMO (spin up / spin down)	-3.730 / -3.736	eV

=====

No. 5
DFT (wB97M-V/def2-TZVPD) results for a single CH3N5 molecule at a distorted geometry.

Structure (XYZ):
```
9
Properties=species:S:1:pos:R:3
H 2.465 0.694 -0.062
N 1.994 -0.132 0.147
C 0.820 -0.058 -0.115
N -0.147 -1.200 -0.072
N -1.248 -0.713 0.035
N -1.359 0.590 0.200
N -0.016 1.030 -0.212
H -2.223 0.818 -0.302
H 0.273 1.810 0.365
```

Values from the calculation:
total energy	-313.57792	hartree
relative energy (zero: lowest compared OMol25 entry of this formula, charge and spin)	50.8	kcal per mole
max |F|	0.106	hartree/bohr
HOMO	-9.59	eV
E_LUMO	0.866	eV

=====

No. 6
DFT (wB97M-V/def2-TZVPD) results for 2 unconnected molecules or ions with the total composition CH3NS3 at a distorted geometry.

Structure (XYZ):
```
8
Properties=species:S:1:pos:R:3
C 0.954 -0.898 -0.869
N -0.813 0.280 -1.083
S 2.216 -0.190 -0.384
S -0.623 1.162 1.853
S -1.735 0.374 0.232
H 0.545 -1.940 -1.047
H -0.154 1.040 -1.417
H -0.391 0.172 2.716
```

Values from the calculation:
total energy	-1289.08584	hartree
relative energy (zero: lowest compared OMol25 entry of this formula, charge and spin)	66.5	kcal per mole
max |F|	0.089	hartree/bohr
HOMO (spin up / spin down)	-7.97 / -7.97	eV
E_LUMO (spin up / spin down)	-0.818 / -0.819	eV

=====

No. 7
DFT (wB97M-V/def2-TZVPD) results for a molecular structure, C3H2BaFO2 at a distorted geometry.

Structure (XYZ):
```
9
Properties=species:S:1:pos:R:3
H 0.640 -2.601 -0.918
F -1.355 0.878 0.994
O -0.079 1.416 -0.662
O -0.108 -1.983 -0.925
C -0.371 0.581 0.184
C 0.857 -0.618 0.838
C -0.107 -1.165 0.090
H 0.989 -0.548 1.916
Ba -0.466 4.039 -1.516
```

Values from the calculation:
<S²>	0.77
total energy	-390.59712	hartree
total charge	+2
multiplicity	2
relative energy (zero: lowest compared OMol25 entry of this formula, charge and spin)	78.4	kcal per mole
max |F|	0.067	hartree/bohr
HOMO (spin up / spin down)	-15.19 / -17.09	eV
E_LUMO (spin up / spin down)	-8.882 / -8.893	eV

=====

No. 8
DFT (wB97M-V/def2-TZVPD) results for a single C3H4O3 molecule at a distorted geometry.

Structure (XYZ):
```
10
Properties=species:S:1:pos:R:3
O -1.049 -1.636 0.242
C -0.349 -0.688 -0.378
C 0.162 1.365 0.250
O 1.191 0.963 -0.570
C 0.900 -0.260 0.162
O 1.566 -0.741 1.045
H -1.702 -2.030 -0.354
H -0.508 -0.597 -1.457
H 0.534 1.718 1.226
H -0.688 1.908 -0.141
```

Values from the calculation:
total energy	-342.30227	hartree
relative energy (zero: lowest compared OMol25 entry of this formula, charge and spin)	96.4	kcal per mole
max |F|	0.026	hartree/bohr
HOMO	-8.89	eV
E_LUMO	0.116	eV